No. 1
{"formula": "C10H11N3O", "method": "the ωB97M-V functional and the def2-TZVPD basis", "symbols": ["C", "C", "N", "N", "C", "C", "C", "C", "C", "N", "C", "C", "C", "O", "H", "H", "H", "H", "H", "H", "H", "H", "H", "H", "H"], "coordinates": [[0.13400, 2.54064, 0.80244], [0.87201, 2.01218, -0.40554], [0.65647, 0.94855, -1.03387], [-0.37901, 0.17977, -0.51812], [-1.69123, 0.54139, -0.75577], [-2.64928, -0.25473, -0.31349], [-2.35154, -1.41788, 0.41456], [-1.08602, -1.84346, 0.61338], [0.05533, -1.05883, 0.06054], [0.82142, -1.84233, -0.96871], [2.08385, -1.48613, -0.96527], [2.42609, -0.91025, 0.24258], [1.33823, -0.61016, 1.03424], [0.97721, -0.12179, 2.09325], [0.73092, 3.29906, 1.21383], [-0.09501, 1.63117, 1.38126], [-0.74562, 3.01194, 0.38668], [1.48960, 2.72644, -0.84610], [-1.75964, 1.52778, -1.19628], [-3.70164, 0.04406, -0.43861], [-3.12256, -1.78045, 0.99686], [-0.73353, -2.58277, 1.33190], [0.47622, -2.12416, -1.81570], [2.81213, -1.68721, -1.71531], [3.44161, -0.74285, 0.40125]], "lowdin_charge": [-0.031, -0.158, 0.083, -0.085, -0.067, -0.119, -0.091, 0.013, -0.292, 0.107, -0.080, -0.050, -0.348, 0.050, 0.059, 0.076, 0.076, 0.095, 0.128, 0.109, 0.083, 0.119, 0.111, 0.130, 0.084], "smiles": "C/C=N\\N1C=CC=C[C@@]12NC=CC2=O", "e_above_lowest_kj_mol": 397.6, "homo_ha": -0.271, "total_energy_ha": -627.02462, "orbital_gap_ev": 8.07}


No. 2
{"formula": "C4H6N2O", "method": "the ωB97M-V functional and the def2-TZVPD basis", "symbols": ["N", "C", "O", "C", "C", "C", "N", "H", "H", "H", "H", "H", "H"], "coordinates": [[-0.51752, 2.31907, -0.05322], [-0.56565, 1.11015, 0.27812], [-1.18669, 0.50525, 1.33908], [-0.79221, -0.82117, 0.88756], [0.02044, -0.17628, -0.22819], [0.57548, -0.61538, -1.52775], [1.44241, -0.43063, -0.36940], [-1.02715, 2.89120, 0.62194], [-0.21055, -1.34938, 1.64851], [-1.67767, -1.39169, 0.61650], [0.64855, 0.09027, -2.35491], [0.43452, -1.64949, -1.83550], [1.93875, 0.45471, -0.43734]], "lowdin_charge": [0.170, -0.400, 0.014, -0.054, -0.357, -0.080, 0.071, 0.065, 0.127, 0.120, 0.114, 0.106, 0.105], "e_above_lowest_kj_mol": 257.6, "homo_ha": -0.366, "total_energy_ha": -340.69680, "orbital_gap_ev": 10.97}


No. 3
{"formula": "C6H12N2O2", "method": "the ωB97M-V functional and the def2-TZVPD basis", "symbols": ["C", "C", "C", "C", "N", "N", "C", "C", "O", "H", "H", "H", "H", "H", "H", "H", "H", "H", "H", "O", "H", "H"], "coordinates": [[-1.91814, -1.34080, -1.26321], [-3.10321, -0.88600, -2.10634], [-3.34899, 0.63036, -1.99562], [-4.64146, 1.00737, -2.61513], [-5.64418, 1.28438, -3.11714], [-2.26499, 1.41094, -2.54828], [-2.01381, 2.69951, -2.15892], [-0.84299, 3.37233, -2.82736], [-2.75692, 3.30324, -1.39361], [-0.96637, -0.98489, -1.68259], [-1.99587, -0.97232, -0.23043], [-1.87759, -2.43776, -1.23117], [-2.94018, -1.14162, -3.16390], [-4.01760, -1.40497, -1.78609], [-3.41682, 0.90791, -0.93262], [-1.58203, 0.93351, -3.12203], [-1.20517, 4.24597, -3.38181], [-0.16043, 3.72896, -2.04457], [-0.29182, 2.71005, -3.50428], [0.49194, 0.82563, 1.16239], [0.04054, 0.56038, 0.34679], [1.42988, 0.72519, 0.97180]], "lowdin_charge": [-0.103, -0.207, -0.324, -0.159, 0.160, 0.081, -0.523, 0.002, 0.060, 0.068, 0.081, 0.080, 0.121, 0.123, 0.154, 0.138, 0.094, 0.091, 0.073, -0.058, 0.014, 0.035], "smiles": "CC[C@H](C#N)NC(C)=O.O", "e_above_lowest_kj_mol": 47.8, "homo_ha": -0.376, "total_energy_ha": -495.81932, "orbital_gap_ev": 10.53}


No. 4
{"formula": "C4H15N2O", "method": "the ωB97M-V functional and the def2-TZVPD basis", "symbols": ["C", "N", "C", "N", "C", "C", "H", "H", "H", "H", "H", "H", "H", "H", "H", "H", "H", "H", "H", "H", "H", "O"], "coordinates": [[-0.22362, 0.35576, 1.59426], [0.17459, 1.76133, 1.84366], [-0.42292, 0.04039, 0.09697], [0.16124, -1.42072, 0.02086], [0.05442, -1.91942, -1.41834], [-1.82011, 0.20702, -0.36113], [-1.19387, 0.05372, 2.17839], [0.44365, -0.35909, 2.05230], [-0.48487, 2.51995, 1.77429], [1.07518, 2.03109, 1.42257], [0.27683, 0.60649, -0.56561], [-0.37068, -2.25134, 0.52063], [1.16905, -1.45803, 0.31264], [0.66119, -2.84937, -1.67327], [0.52837, -1.14262, -2.22008], [-1.04087, -2.00341, -1.82021], [-2.21527, 1.23500, -0.59146], [-2.64141, -0.32247, 0.18615], [-1.97799, -0.09172, -1.56151], [2.53183, 2.07439, 0.05494], [3.07676, 1.32488, -1.10013], [2.23849, 1.60815, -0.74592]], "lowdin_charge": [-0.227, 0.025, -0.344, 0.007, -0.070, -0.079, 0.157, 0.096, 0.078, 0.058, 0.122, 0.229, 0.183, 0.108, 0.147, 0.115, 0.109, 0.099, 0.137, 0.050, 0.047, -0.046], "e_above_lowest_kj_mol": 282.0, "homo_ha": -0.473, "total_energy_ha": -345.83830, "orbital_gap_ev": 9.59, "total_charge": 1}


No. 5
{"formula": "CHFS2", "method": "the ωB97M-V functional and the def2-TZVPD basis", "symbols": ["F", "C", "S", "S", "H"], "coordinates": [[1.33076, 1.16318, -0.04392], [0.42158, 0.21413, -0.01194], [0.95652, -1.48044, -0.07137], [-1.28544, 0.68337, -0.10122], [-1.42343, -0.58023, 0.22844]], "lowdin_charge": [-0.028, -1.125, 0.519, 0.787, -0.153], "smiles": "FC(=S)S", "e_above_lowest_kj_mol": 36.9, "homo_ha": [-0.341, -0.341], "total_energy_ha": -934.89629, "orbital_gap_ev": [8.61, 8.61]}


No. 6
{"formula": "C4H13N2O2", "method": "the ωB97M-V functional and the def2-TZVPD basis", "symbols": ["C", "C", "C", "C", "N", "N", "O", "O", "H", "H", "H", "H", "H", "H", "H", "H", "H", "H", "H", "H", "H"], "coordinates": [[-1.13018, 1.99646, -1.18428], [0.71871, -1.35558, -1.86961], [-1.90864, 0.98413, -0.33270], [0.69675, -0.94116, -0.63090], [0.76086, -0.76639, 0.60211], [2.73928, -1.16675, 2.23471], [-1.56586, 0.94696, 1.09153], [-1.77324, -0.28408, -0.94915], [-0.23402, 2.27692, -0.56234], [-0.87506, 1.52807, -2.04060], [-1.90816, 2.79736, -1.24524], [0.68296, -0.68719, -2.79384], [0.87333, -2.35587, -1.97912], [3.35559, -0.36161, 2.42476], [-2.99930, 1.32086, -0.46806], [1.63025, -0.79683, 1.20031], [0.02632, -0.47190, 1.15104], [-2.65123, -0.61042, -1.21838], [2.46778, -1.60125, 3.15791], [3.36045, -1.85384, 1.81630], [-2.26658, 1.40209, 1.59557]], "lowdin_charge": [-0.007, 0.121, -0.457, -0.063, 0.253, 0.035, -0.042, -0.056, 0.105, 0.029, 0.105, 0.135, 0.059, 0.081, 0.162, 0.047, 0.086, 0.127, 0.101, 0.065, 0.114], "e_above_lowest_kj_mol": 412.6, "homo_ha": -0.518, "total_energy_ha": -419.86828, "orbital_gap_ev": 10.59, "total_charge": 1}